Entry 1:
# H12O6

A cluster of 6 separate species, H12O6 in total (ωB97M-V with the def2-TZVPD basis set, OMol25).

Last column: Löwdin charge in e.
Element x y z (Å)
O: -0.63497 -0.95091 0.39776  -0.046
H: -0.51906 -0.47979 -0.42737  0.020
H: -0.16589 -0.42269 1.04365  0.021
O: 4.39994 -1.44635 3.11232  -0.053
H: 5.31617 -1.17141 3.14644  0.027
H: 3.91643 -0.64546 2.90979  0.022
O: 1.03233 0.95929 3.89887  -0.051
H: 0.77372 1.77191 3.46412  0.026
H: 0.81072 1.09866 4.81957  0.032
O: -4.79402 -0.64726 -0.45657  -0.055
H: -4.00573 -0.76984 0.07240  0.022
H: -5.08257 -1.53542 -0.66666  0.028
O: -0.37063 2.07790 -2.21722  -0.050
H: -0.38404 2.66819 -2.97062  0.032
H: 0.22521 2.49583 -1.59549  0.030
O: 0.12787 -1.24955 -4.82175  -0.051
H: -0.55992 -1.21885 -5.48675  0.029
H: -0.08556 -0.53426 -4.22255  0.017

The HOMO energy comes out at -11.310 eV. As for the energy above the lowest of the compared OMol25 structures with the same formula, charge and spin: 167.4 kJ/mol. For the strongest force on any atom, the calculation gives 0.34 eV Å⁻¹. The structure (SMILES) is O.O.O.O.O.O.

Entry 2:
# H12O6

A cluster of 6 separate species, H12O6 in total in a non-equilibrium geometry (ωB97M-V with the def2-TZVPD basis set, OMol25).

Last column: Löwdin charge in e.
Element x y z (Å)
O: 0.55000 20.56700 30.40700  -0.068
H: 0.21900 19.80400 30.88000  0.005
H: 1.51800 20.67200 30.48600  0.056
O: -0.13700 18.20800 31.68900  -0.032
H: -1.04700 18.22100 31.98000  0.074
H: -0.27000 17.71100 30.86000  0.097
O: 2.55500 17.78400 32.40300  -0.060
H: 1.66400 18.13300 32.38800  0.000
H: 2.44500 17.07500 33.06500  0.074
O: -0.81400 22.60000 29.43100  -0.062
H: -0.41100 21.92900 29.99100  -0.034
H: -1.69300 22.28700 29.53800  0.007
O: 3.16300 19.62400 30.52800  -0.063
H: 3.25200 19.06000 31.34200  0.029
H: 3.94400 19.51800 29.99900  0.039
O: -0.57200 20.07400 27.80100  -0.043
H: -0.20800 19.39100 27.29900  -0.009
H: -0.11400 20.10200 28.65200  -0.011

The HOMO energy comes out at -10.018 eV. As for the energy above the lowest of the compared OMol25 structures with the same formula, charge and spin: 120.5 kJ/mol. For the strongest force on any atom, the calculation gives 2.25 eV Å⁻¹. The structure (SMILES) is O.O.O.O.O.O.

Entry 3:
# H12O6

A cluster of 6 separate species, H12O6 in total in a non-equilibrium geometry (ωB97M-V with the def2-TZVPD basis set, OMol25).

Last column: Löwdin charge in e.
Element x y z (Å)
O: -2.07288 2.63953 -0.78064  -0.042
H: -1.15493 2.89899 -0.67913  0.040
H: -2.40602 2.67764 0.11906  0.044
O: -2.59084 -0.25941 -1.93452  -0.058
H: -2.06334 0.50281 -1.68240  0.002
H: -2.64571 -0.56698 -2.83006  0.022
O: -1.16210 0.46088 1.61518  -0.067
H: -0.61811 0.48237 0.81243  0.020
H: -0.74274 -0.37046 1.89656  0.035
O: 3.41962 -1.70157 -0.05258  -0.075
H: 3.39819 -1.24225 -0.90668  0.039
H: 2.58816 -2.19775 -0.14656  0.005
O: 1.90698 1.29619 2.08772  -0.069
H: 2.38630 0.54310 2.47133  0.042
H: 2.37528 2.05558 2.46416  0.038
O: 0.40286 -2.44872 -0.92175  -0.050
H: -0.05522 -2.24954 -0.10068  0.032
H: -0.34625 -2.48418 -1.53287  0.043

The HOMO energy comes out at -11.291 eV. As for the energy above the lowest of the compared OMol25 structures with the same formula, charge and spin: 173.7 kJ/mol. For the strongest force on any atom, the calculation gives 1.99 eV Å⁻¹. The structure (SMILES) is O.O.O.O.O.O.

Entry 4:
# H12O6

A cluster of 6 separate species, H12O6 in total in a non-equilibrium geometry (ωB97M-V with the def2-TZVPD basis set, OMol25).

Last column: Löwdin charge in e.
Element x y z (Å)
O: -1.28578 2.38143 -2.08206  -0.005
H: -1.27491 2.47405 -2.98787  -0.002
H: -1.25875 3.34944 -2.03179  0.071
O: -0.17778 -2.87409 2.58615  -0.138
H: -0.96953 -3.46846 2.77970  0.053
H: -0.71688 -2.41706 1.84096  0.010
O: 1.27329 2.75482 0.44831  0.079
H: 0.80445 1.99602 0.36457  -0.068
H: 1.92559 2.50838 0.00512  -0.096
O: -1.08078 -2.15295 0.13606  -0.164
H: -0.68369 -2.42755 -0.77015  0.110
H: -2.15775 -1.96532 -0.16620  0.194
O: -0.17251 0.59638 -0.10134  0.042
H: -0.48625 -0.20491 0.17188  -0.022
H: -0.50818 0.81971 -0.88291  -0.042
O: 2.42033 -0.85454 0.22719  -0.059
H: 1.79700 -0.44362 -0.35253  -0.020
H: 2.55213 -0.07172 0.81491  0.057

The HOMO energy comes out at -10.636 eV. As for the energy above the lowest of the compared OMol25 structures with the same formula, charge and spin: 364.3 kJ/mol. For the strongest force on any atom, the calculation gives 11.76 eV Å⁻¹. The structure (SMILES) is O.O.O.O.O.O.

Entry 5:
# H12O6Zn

A structure of composition H12O6Zn in a non-equilibrium geometry (ωB97M-V with the def2-TZVPD basis set, OMol25).

Last column: Löwdin charge in e.
Element x y z (Å)
Zn: -0.12437 0.07989 0.00189  0.671
O: -1.17737 -0.87311 -1.52911  0.013
H: -2.07937 -1.13011 -1.25911  0.118
H: -0.92437 -1.37711 -2.28611  0.094
O: 1.31763 0.45989 1.50589  -0.024
H: 1.43763 1.40389 1.78589  0.129
H: 1.67763 -0.06711 2.23089  0.107
O: -1.15737 -1.03411 1.31089  0.029
H: -0.92237 -1.78411 1.84289  0.112
H: -1.64537 -0.47011 1.91489  0.105
O: 1.43263 -1.33111 -0.63011  0.023
H: 1.14963 -2.23011 -0.63011  0.082
H: 2.35763 -1.33611 -0.67611  0.074
O: 0.78163 1.36389 -1.33611  0.004
H: 1.72763 1.62389 -1.25711  0.133
H: 0.63563 1.12289 -2.23911  0.087
O: -1.22837 1.65889 0.42689  0.056
H: -2.09937 1.35589 0.59389  0.088
H: -1.15937 2.56389 0.22889  0.099

The HOMO energy comes out at -20.434 eV. As for the energy above the lowest of the compared OMol25 structures with the same formula, charge and spin: 76.0 kJ/mol. For the strongest force on any atom, the calculation gives 2.35 eV Å⁻¹. As for the net charge: +2.

Entry 6:
# H12Si5

An isolated molecule of H12Si5 in a non-equilibrium geometry (ωB97M-V with the def2-TZVPD basis set, OMol25).

Last column: Löwdin charge in e.
Element x y z (Å)
Si: 0.56267 -2.59962 -0.57924  0.352
Si: 0.10431 -1.36154 1.27471  0.212
Si: -0.44693 0.91939 0.81134  0.065
Si: 1.27243 2.36585 0.59975  0.368
Si: -1.91626 0.84440 -1.16608  0.434
H: 1.82391 -3.26368 -1.29774  -0.088
H: -0.19318 -3.92995 -0.28855  -0.105
H: -0.11895 -2.13190 -1.72801  -0.174
H: 1.29562 -1.04803 2.09338  -0.137
H: -0.36718 -2.30315 2.35688  -0.095
H: -1.19756 1.15867 2.00228  -0.153
H: 0.82994 3.79880 0.19827  -0.091
H: 2.11086 2.28024 1.85998  -0.101
H: 1.99058 1.92217 -0.65212  -0.106
H: -2.27281 -0.57054 -1.44238  -0.117
H: -2.82240 2.08562 -1.01361  -0.096
H: -0.98356 1.00136 -2.17978  -0.168

The HOMO energy comes out at -9.334 eV. As for the energy above the lowest of the compared OMol25 structures with the same formula, charge and spin: 0.0 kJ/mol. For the strongest force on any atom, the calculation gives 3.56 eV Å⁻¹. The structure (SMILES) is [SiH3][SiH2][SiH]([SiH3])[SiH3].

Entry 7:
# H13NO5

A cluster of 6 separate species, H13NO5 in total in a non-equilibrium geometry (ωB97M-V with the def2-TZVPD basis set, OMol25).

Last column: Löwdin charge in e.
Element x y z (Å)
N: 0.04353 -1.48852 -1.60640  0.019
H: 1.05431 -1.34984 -1.80726  0.052
H: -0.45862 -0.89844 -2.24162  0.025
H: -0.01741 -2.48772 -1.52831  0.018
O: -4.45305 3.75450 -2.46697  -0.069
H: -4.33791 3.28190 -1.63352  0.033
H: -3.71452 3.48819 -3.03582  0.036
O: -2.14363 -4.11730 -0.39574  -0.056
H: -2.35405 -5.04828 -0.25171  0.038
H: -2.74862 -3.95692 -1.11630  0.025
O: 0.41122 -0.49213 1.03254  -0.147
H: 0.01704 -0.82506 0.18238  -0.030
H: 0.03398 -1.14086 1.71170  0.060
O: 2.34016 1.37851 3.18159  -0.075
H: 3.21483 1.68170 3.06474  -0.027
H: 1.91053 2.05693 3.80129  0.083
O: 4.09558 2.05280 1.01388  -0.087
H: 3.59356 1.25932 0.86533  0.020
H: 3.51307 2.85122 1.23019  0.082

The HOMO energy comes out at -10.148 eV. As for the energy above the lowest of the compared OMol25 structures with the same formula, charge and spin: 181.3 kJ/mol. For the strongest force on any atom, the calculation gives 3.40 eV Å⁻¹. The structure (SMILES) is N.O.O.O.O.O.

Entry 8:
# H13NO5

A cluster of 6 separate species, H13NO5 in total in a non-equilibrium geometry (ωB97M-V with the def2-TZVPD basis set, OMol25).

Last column: Löwdin charge in e.
Element x y z (Å)
N: 0.83850 1.35267 3.04533  0.014
H: 0.15247 1.21679 2.31387  -0.001
H: 1.28105 2.25497 2.88838  0.015
H: 0.28495 1.49626 3.86976  -0.002
O: 1.68967 1.58108 -1.85556  -0.044
H: 2.05729 0.79420 -2.23988  -0.004
H: 1.73075 2.25515 -2.51158  0.013
O: 1.48993 -1.41742 -1.90636  -0.061
H: 1.84659 -1.97250 -2.62881  0.079
H: 1.44649 -1.84414 -1.04633  0.013
O: 0.80837 -1.82366 0.84251  -0.055
H: 0.93003 -1.19817 1.55692  0.027
H: -0.09794 -1.54954 0.54441  0.046
O: -3.78513 0.85288 0.35130  -0.065
H: -2.92730 0.42842 0.48935  0.018
H: -4.16740 0.79391 1.23846  0.036
O: -1.35979 -1.30898 -1.38683  -0.078
H: -1.82586 -0.73737 -2.00504  0.042
H: -0.39267 -1.17457 -1.55990  0.007

The HOMO energy comes out at -10.632 eV. As for the energy above the lowest of the compared OMol25 structures with the same formula, charge and spin: 103.9 kJ/mol. For the strongest force on any atom, the calculation gives 1.78 eV Å⁻¹. The structure (SMILES) is N.O.O.O.O.O.

Entry 9:
# H13O6S

A cluster of 7 separate species, H13O6S in total in a non-equilibrium geometry (ωB97M-V with the def2-TZVPD basis set, OMol25).

Last column: Löwdin charge in e.
Element x y z (Å)
S: 1.87832 -0.51982 1.38940  -0.007
H: 2.20626 -1.72946 1.90996  -0.382
H: 0.69318 -2.20539 -0.13712  -0.047
H: 0.73521 -2.18606 -1.56032  0.023
O: 0.16888 -2.56338 -0.87944  -0.100
H: -0.80419 2.17109 -0.82268  0.025
H: -0.09200 1.29446 -1.77435  0.010
O: -1.01724 1.53402 -1.53889  -0.099
H: -1.36582 -1.38180 -0.70973  0.010
H: -1.58876 0.12410 -0.59026  -0.006
O: -1.98995 -0.72922 -0.32893  -0.100
H: 0.68600 2.09744 0.93102  0.001
H: -0.61977 1.60138 1.63821  0.004
O: -0.25933 2.26066 0.98995  -0.113
H: 0.94285 -0.05367 -1.20401  -0.033
H: 2.33425 0.46462 -1.72673  0.049
O: 1.43059 0.23841 -1.99273  -0.099
H: -0.45779 -0.19038 2.61822  -0.022
H: -1.57289 -0.37906 1.50712  0.010
O: -1.30780 0.15206 2.28132  -0.125

The HOMO energy comes out at -4.240 eV. As for the energy above the lowest of the compared OMol25 structures with the same formula, charge and spin: 13.0 kJ/mol. For the strongest force on any atom, the calculation gives 1.32 eV Å⁻¹. As for the net charge: -1.

Entry 10:
# H13O6S

A cluster of 7 separate species, H13O6S in total in a non-equilibrium geometry (ωB97M-V with the def2-TZVPD basis set, OMol25).

Last column: Löwdin charge in e.
Element x y z (Å)
S: 0.17328 1.08121 -0.86815  -0.047
H: 1.05636 0.40073 -0.08034  -0.364
H: -0.33419 5.00112 -0.01494  0.095
H: -1.78214 4.53364 -0.07551  -0.054
O: -1.31843 5.28523 0.03956  -0.066
H: -0.01820 -3.49846 -2.77361  0.008
H: -1.08448 -4.13331 -3.66520  0.075
O: -0.36043 -4.35503 -2.98364  -0.092
H: -1.63396 -3.09690 1.85609  0.036
H: -0.96850 -1.97883 2.64990  0.014
O: -1.34090 -2.86620 2.78206  -0.105
H: -0.80116 -0.83708 -0.13117  -0.131
H: -1.95577 -1.71059 -0.04302  0.023
O: -0.99580 -1.80166 -0.09803  -0.146
H: 3.47800 1.67684 -1.83079  0.016
H: 2.06948 2.24646 -1.99404  -0.092
O: 3.01592 2.48080 -2.11376  -0.148
H: 1.70460 0.71442 3.25379  0.060
H: 0.29124 0.52874 2.65197  0.008
O: 0.80509 0.32889 3.43884  -0.091

The HOMO energy comes out at -4.205 eV. As for the energy above the lowest of the compared OMol25 structures with the same formula, charge and spin: 147.7 kJ/mol. For the strongest force on any atom, the calculation gives 6.14 eV Å⁻¹. As for the net charge: -1.

Entry 11:
# H13O6S

A cluster of 7 separate species, H13O6S in total in a non-equilibrium geometry (ωB97M-V with the def2-TZVPD basis set, OMol25).

Last column: Löwdin charge in e.
Element x y z (Å)
S: -1.88896 -0.09762 1.10453  0.032
H: -2.03114 -0.20425 2.41900  -0.406
H: 0.58860 0.32092 -1.58520  0.000
H: -0.51785 1.35301 -1.88459  0.030
O: 0.42299 1.19057 -2.00439  -0.086
H: 0.01866 -1.87647 2.96010  0.013
H: 0.25492 -0.47540 3.25767  -0.006
O: 0.40712 -1.33957 3.66177  -0.096
H: -2.48433 -3.98342 0.19315  0.028
H: -1.68229 -2.81137 0.40031  -0.036
O: -1.63377 -3.64201 -0.11532  -0.105
H: -0.34612 -0.82320 -0.17840  -0.134
H: -0.26353 -1.84860 -1.15092  0.031
O: 0.39168 -1.29643 -0.67802  -0.161
H: 0.58903 2.01396 1.88421  0.006
H: 1.37101 2.83927 0.89151  0.024
O: 1.36702 1.97647 1.32090  -0.078
H: 1.06124 2.71864 -3.56002  0.005
H: 2.43159 3.03651 -3.05700  0.021
O: 1.94411 2.94899 -3.87928  -0.082

The HOMO energy comes out at -4.296 eV. As for the energy above the lowest of the compared OMol25 structures with the same formula, charge and spin: 107.8 kJ/mol. For the strongest force on any atom, the calculation gives 2.05 eV Å⁻¹. As for the net charge: -1.

Entry 12:
# H14NO5

A cluster of 6 separate species, H14NO5 in total in a non-equilibrium geometry (ωB97M-V with the def2-TZVPD basis set, OMol25).

Last column: Löwdin charge in e.
Element x y z (Å)
N: 0.05840 -0.53265 -0.24596  0.247
H: 0.46104 0.38008 -0.55764  0.077
H: 0.35612 -0.66017 0.74387  0.086
H: 0.30006 -1.35006 -0.84655  0.082
H: -0.97995 -0.41659 -0.22872  0.081
O: 0.23771 -2.87336 -1.69084  -0.039
H: -0.45319 -3.41623 -2.09131  0.076
H: 1.06400 -3.21767 -2.05593  0.075
O: 1.24073 1.90733 -1.08105  -0.060
H: 0.77543 2.27336 -0.29648  0.010
H: 2.17926 2.02265 -0.88409  0.068
O: 1.45407 -1.00535 2.17624  -0.045
H: 2.23610 -0.56837 1.81243  0.064
H: 1.76990 -1.87213 2.46529  0.074
O: -0.40192 2.83401 1.02874  -0.038
H: 0.05941 2.96090 1.86867  0.072
H: -1.33524 2.79845 1.26773  0.064
O: -2.66185 0.10655 -0.33469  -0.040
H: -2.87451 1.01272 -0.59229  0.070
H: -3.48555 -0.38345 -0.45742  0.076

The HOMO energy comes out at -15.204 eV. As for the energy above the lowest of the compared OMol25 structures with the same formula, charge and spin: 44.9 kJ/mol. For the strongest force on any atom, the calculation gives 1.08 eV Å⁻¹. As for the net charge: +1.